51
Properties=species:S:1:pos:R:3:lowdin_charge:R:1 method="wB97M-V/def2-TZVPD" smiles="NC[C@@H]1CCCS(=O)(=O)O1.CCOCC.CCOCC" e_homo_ev=-9.3 e_tot_ev=-36545.5973 lumo_ev=0.786 homo_lumo_gap_ev=10.1 max_force_ev_per_a=0.2
N 1.78446 2.16337 4.89981 0.01
C 2.08981 1.70569 3.54798 -0.21
C 0.87952 1.26693 2.71199 -0.30
C -0.46068 1.91103 3.02570 -0.14
C -1.15612 1.41308 4.29402 -0.20
C -1.26282 -0.11115 4.37438 -0.21
S 0.24456 -0.95106 3.98442 0.59
O 1.18870 -0.73366 5.03971 -0.27
O -0.05370 -2.27534 3.54493 -0.27
O 0.71781 -0.18874 2.69023 -0.21
H 2.05856 3.12453 5.03857 0.07
H 2.22890 1.59238 5.60284 0.07
H 2.77476 0.85712 3.57077 0.12
H 2.59273 2.49749 2.98656 0.12
H 1.11907 1.46431 1.66725 0.14
H -1.10525 1.73212 2.16158 0.10
H -0.30955 2.99100 3.09364 0.13
H -0.64812 1.78728 5.17825 0.10
H -2.17583 1.80445 4.30303 0.12
H -1.49427 -0.43550 5.38944 0.11
H -2.00472 -0.51918 3.68834 0.09
C -1.83587 -1.68092 0.07811 -0.06
C -2.34638 -0.29071 0.41025 -0.27
O -1.47879 0.76104 0.01624 -0.18
C -1.19027 0.83358 -1.37159 -0.26
C -2.41215 1.05482 -2.24546 -0.07
H -0.85403 -1.84090 0.52580 0.08
H -2.52069 -2.43012 0.47731 0.08
H -1.76070 -1.84203 -0.99852 0.06
H -2.43168 -0.18476 1.49325 0.10
H -3.34879 -0.13401 -0.00439 0.11
H -0.63999 -0.05610 -1.69547 0.10
H -0.50654 1.67646 -1.47256 0.12
H -3.11323 0.22068 -2.19223 0.07
H -2.10288 1.16022 -3.28629 0.07
H -2.93886 1.96371 -1.95120 0.08
C 0.13480 -2.45682 -3.94079 -0.07
C 0.23882 -1.03601 -4.46875 -0.28
O 1.31382 -0.29258 -3.92355 -0.17
C 2.61089 -0.81746 -4.15404 -0.28
C 2.98099 -0.93448 -5.62223 -0.08
H 0.06416 -2.45837 -2.85167 0.07
H -0.75855 -2.93396 -4.34647 0.08
H 0.99188 -3.06720 -4.22711 0.07
H -0.65358 -0.47671 -4.18571 0.10
H 0.28110 -1.03693 -5.56388 0.11
H 2.72981 -1.78499 -3.65366 0.11
H 3.28136 -0.11608 -3.65735 0.12
H 2.35880 -1.66008 -6.14741 0.07
H 4.01666 -1.26523 -5.71187 0.08
H 2.88202 0.02977 -6.12223 0.08

---

12
Properties=species:S:1:pos:R:3:lowdin_charge:R:1 method="wB97M-V/def2-TZVPD" smiles=OC[C@H]1CN1 e_homo_ev=-9.3 e_tot_ev=-6757.8133 e_above_lowest_kcal_mol=113.9 lumo_ev=0.642 homo_lumo_gap_ev=10.0 max_force_ev_per_a=4.9
O -0.51827 0.44402 -1.49249 -0.11
C 0.64295 -0.05366 -0.86028 -0.27
C 0.39285 -0.23320 0.53989 -0.36
C -0.57367 0.46341 1.21812 -0.22
N -0.86701 -0.98128 1.25751 0.08
H -0.32282 0.05447 -2.39077 0.11
H 1.02098 1.06735 -0.73491 0.17
H 1.34522 -0.85640 -1.49204 0.19
H 1.36398 -0.59404 0.75280 0.12
H -0.07546 0.79511 2.19717 0.15
H -1.11100 1.11698 0.63300 0.09
H -1.29775 -1.22276 0.37199 0.06

---

105
Properties=species:S:1:pos:R:3:lowdin_spin:R:1 method="wB97M-V/def2-TZVPD" e_homo_ev="-7.3 / -7.5" e_tot_ev=-102881.3952 e_above_lowest_kcal_mol=0.0 lumo_ev="-1.054 / -1.463" spin_multiplicity=3 homo_lumo_gap_ev="6.2 / 6.1" max_force_ev_per_a=0.7
Mo 0.70601 0.71977 1.31151 0.92
C 4.46005 2.31580 2.02044 0.00
O 3.73442 1.19514 1.53551 0.01
C 4.04655 0.71686 0.30754 0.00
C 5.17660 1.09017 -0.40487 0.00
C 5.42664 0.53372 -1.65479 -0.01
C 4.55298 -0.39537 -2.18881 0.00
C 3.43024 -0.77495 -1.46506 0.00
C 3.15858 -0.24078 -0.21543 0.01
N 2.02617 -0.58253 0.56344 -0.02
N 1.62039 -2.41024 2.09480 0.02
C 0.41904 -2.50228 2.86483 0.00
C -0.14426 -1.34904 3.35667 0.01
O 0.39649 -0.16790 3.02613 0.04
C -1.30391 -1.39474 4.16620 0.00
C -1.89383 -2.59342 4.42709 0.00
C -1.35071 -3.80619 3.92497 0.00
C -1.94612 -5.06144 4.20389 0.00
C -1.39287 -6.21948 3.73976 0.00
C -0.21081 -6.17465 2.96433 0.00
C 0.38384 -4.98085 2.67139 0.00
C -0.17135 -3.76371 3.14418 0.00
H 5.49773 2.04750 2.23390 0.00
H 3.97162 2.61898 2.94189 0.00
H 4.42839 3.13751 1.30212 0.00
H 5.87260 1.80333 0.01210 0.00
H 6.31039 0.83500 -2.20323 0.00
H 4.73214 -0.82117 -3.16750 0.00
H 2.73755 -1.48759 -1.88718 0.00
H -1.70593 -0.46253 4.54206 0.00
H -2.79255 -2.63688 5.03198 0.00
H -2.85265 -5.08523 4.79802 0.00
H -1.84896 -7.17378 3.97046 0.00
H 0.22548 -7.09902 2.60515 0.00
H 1.29168 -4.93538 2.08358 0.00
S -1.59779 1.62508 1.40413 -0.02
C -2.45104 0.13787 1.02936 0.00
N -3.79038 0.00549 1.19686 0.32
N -4.42308 1.08407 1.59279 0.25
C -5.63072 0.98596 2.30691 0.00
C -6.17652 -0.25231 2.62302 0.04
C -7.34798 -0.30273 3.36182 0.00
C -7.97331 0.86250 3.78454 0.04
C -7.41637 2.09364 3.46319 0.00
C -6.24943 2.16048 2.72133 0.03
N -1.87377 -0.94418 0.54412 0.16
N -0.52781 -0.89948 0.57675 -0.07
C 0.11250 -1.98009 0.21186 0.12
C -0.46505 -3.11543 -0.43944 -0.02
C 0.34894 -4.11525 -0.82933 0.08
C 1.79481 -4.06462 -0.64181 0.00
C 2.37934 -3.04131 -0.01692 0.04
C 1.55914 -1.97392 0.65830 0.01
H -3.90494 1.95915 1.64933 0.01
H -5.66925 -1.15128 2.30371 0.00
H -7.76857 -1.26590 3.62025 0.00
H -8.88514 0.81302 4.36456 0.00
H -7.88845 3.00829 3.79687 0.00
H -5.80620 3.11836 2.47381 0.00
H -1.52656 -3.12111 -0.63707 0.00
H -0.07899 -4.98794 -1.30858 0.00
H 2.39558 -4.88576 -1.01189 0.00
H 3.44569 -3.02174 0.16763 0.00
H 2.27614 -1.78145 2.54511 0.00
S 1.65558 4.44620 4.14639 0.04
C 1.36138 3.20131 3.18633 0.03
N 1.16956 2.29871 2.45424 0.00
O 1.16336 0.28444 -3.23501 0.00
S 0.17169 -0.84037 -3.20348 0.00
C -1.06810 -0.44364 -4.49107 0.00
C -0.99542 -1.51098 -5.58055 0.00
C 0.46980 -1.93173 -5.64840 0.00
C 0.87093 -2.19150 -4.20327 0.00
H -0.74924 0.53888 -4.84139 0.00
H -2.04667 -0.35925 -4.02106 0.00
H -1.35415 -1.12133 -6.53370 0.00
H -1.61913 -2.36801 -5.31585 0.00
H 1.07260 -1.11499 -6.05138 0.00
H 0.62332 -2.80853 -6.27798 0.00
H 1.94523 -2.17692 -4.02313 0.00
H 0.44720 -3.12363 -3.82053 0.00
N 0.96887 1.69473 -0.24706 -0.14
C 0.96695 2.57290 -1.15210 0.06
C 2.20484 3.39639 -1.30930 0.00
C 2.42690 4.46180 -0.44074 0.00
C 3.58471 5.21646 -0.56152 0.00
C 4.51157 4.91010 -1.55137 0.00
C 4.29023 3.83766 -2.40486 0.00
C 3.13715 3.07488 -2.28532 0.00
C -0.24488 2.87738 -1.94591 -0.01
C -0.35438 4.09861 -2.60443 0.01
C -1.54318 4.45152 -3.22817 0.00
C -2.62950 3.58983 -3.19123 0.02
C -2.51765 2.35913 -2.55213 0.00
C -1.32892 2.00110 -1.94367 0.01
H 1.69504 4.69344 0.32485 0.00
H 3.76352 6.03608 0.12297 0.00
H 5.40677 5.50942 -1.65834 0.00
H 5.02073 3.59043 -3.16487 0.00
H 2.96086 2.22188 -2.93175 0.00
H 0.48699 4.77974 -2.61528 0.00
H -1.62256 5.40602 -3.73184 0.00
H -3.56125 3.87118 -3.66577 0.00
H -3.36775 1.68895 -2.50935 0.00
H -1.22547 1.03763 -1.46126 0.00

---

138
Properties=species:S:1:pos:R:3:lowdin_spin:R:1 method="wB97M-V/def2-TZVPD" e_homo_ev="-4.3 / -4.3" e_tot_ev=-124916.7367 lumo_ev="2.174 / 2.174" spin_multiplicity=2 homo_lumo_gap_ev="6.5 / 6.5" charge=-1 max_force_ev_per_a=1.5
Co 0.14528 -0.08407 -0.59923 0.94
C -1.89968 -0.19833 3.16968 0.00
O -0.96137 -0.26051 2.10875 0.00
C 0.35810 -0.38750 2.54892 0.00
C 0.88349 0.78800 3.22791 0.00
C 0.44157 2.20278 2.84038 0.00
C -0.90623 2.44408 2.20450 0.00
C -1.95487 2.96284 2.94720 0.00
C -3.21384 3.19723 2.39574 0.00
C -3.35573 2.95362 1.03011 0.00
C -2.32678 2.47377 0.23529 0.00
C -2.45875 2.46859 -1.26841 0.00
C -2.87274 1.26892 -2.09757 0.00
C -3.45391 1.53094 -3.33829 0.00
C -3.63960 0.54584 -4.29335 0.00
C -3.19955 -0.74127 -3.99076 0.00
C -2.62565 -1.06372 -2.76922 0.00
C -1.99810 -2.44175 -2.62182 0.00
C -1.74205 -3.04460 -1.26269 0.00
C -2.68125 -3.88682 -0.68589 0.00
C -2.47916 -4.50205 0.54567 0.00
C -1.23803 -4.29804 1.14802 0.00
C -0.25684 -3.49077 0.59552 0.00
C 1.10626 -3.41806 1.23052 0.00
C 1.37418 -2.22683 2.12744 0.00
C 2.80818 -2.18886 2.70580 0.00
C 2.56587 -0.49181 4.71084 0.00
C 1.83650 0.63185 4.17111 0.00
C 3.22708 -0.17972 6.07880 0.00
C 4.10320 -1.31723 6.61334 0.00
C 4.16561 1.03046 5.90928 0.00
C 2.17057 0.14338 7.14263 0.00
C -0.50944 -2.78766 -0.61161 0.00
O 0.36769 -1.96551 -1.13426 -0.01
C -3.53479 -5.35758 1.24228 0.00
C -2.97595 -6.75665 1.53731 0.00
C -4.79717 -5.51999 0.39615 0.00
C -3.93056 -4.68772 2.56657 0.00
C -2.52520 -0.04429 -1.82297 0.00
O -1.97920 -0.35124 -0.58523 0.00
C -2.97425 -0.85512 0.31393 0.00
C -4.23004 0.83117 -5.67318 0.00
C -5.45328 -0.06386 -5.90829 0.00
C -4.66911 2.28816 -5.82641 0.00
C -3.16897 0.53549 -6.74125 0.00
C -1.07475 2.17040 0.82443 0.00
O -0.07694 1.71048 0.12171 -0.01
C -4.39574 3.73496 3.19909 0.00
C -4.05763 3.90537 4.67987 0.00
C -5.57832 2.76035 3.09393 0.00
C -4.82415 5.10238 2.64793 0.00
H -1.45041 0.21527 4.07678 0.00
H -2.30137 -1.19597 3.38680 0.00
H -2.70767 0.46016 2.86345 0.00
H 1.19434 2.56266 2.12753 0.00
H 0.52237 2.83024 3.73480 0.00
H -1.77575 3.15808 3.99875 0.00
H -4.30058 3.18407 0.54424 0.00
H -1.47306 2.74171 -1.66737 0.00
H -3.14445 3.27781 -1.53822 0.00
H -3.71804 2.55714 -3.55582 0.00
H -3.27023 -1.52428 -4.73785 0.00
H -1.03499 -2.38256 -3.14031 0.00
H -2.62836 -3.13541 -3.18706 0.00
H -3.61111 -4.03700 -1.22378 0.00
H -1.00617 -4.80410 2.08133 0.00
H 1.85658 -3.37791 0.43286 0.00
H 1.28864 -4.32760 1.81378 0.00
H 3.29866 -3.16045 2.60363 0.00
H 2.06974 1.56178 4.68092 0.00
H 4.84461 -1.63625 5.88032 0.00
H 3.51539 -2.18672 6.91418 0.00
H 4.64201 -0.96687 7.49619 0.00
H 4.93024 0.82317 5.15833 0.00
H 4.66481 1.23252 6.85934 0.00
H 3.64728 1.94000 5.61507 0.00
H 1.51858 -0.71430 7.31338 0.00
H 1.54572 0.98272 6.83687 0.00
H 2.64800 0.40092 8.09225 0.00
H -2.64498 -7.23920 0.61630 0.00
H -3.74004 -7.38537 2.00270 0.00
H -2.12273 -6.71041 2.21380 0.00
H -4.57874 -5.99671 -0.56126 0.00
H -5.27155 -4.55800 0.19498 0.00
H -5.51825 -6.14529 0.92784 0.00
H -3.06312 -4.56105 3.21522 0.00
H -4.67153 -5.28858 3.10122 0.00
H -4.35568 -3.69911 2.38266 0.00
H -3.72613 -1.40001 -0.25611 0.00
H -3.43781 -0.01499 0.83422 0.00
H -2.48841 -1.53805 1.00137 0.00
H -6.22064 0.12696 -5.15615 0.00
H -5.19059 -1.12011 -5.85596 0.00
H -5.88168 0.12978 -6.89497 0.00
H -5.41869 2.56144 -5.08191 0.00
H -5.10792 2.43461 -6.81581 0.00
H -3.82652 2.97396 -5.73000 0.00
H -2.88021 -0.51539 -6.73516 0.00
H -2.26943 1.12471 -6.55986 0.00
H -3.55286 0.77634 -7.73614 0.00
H -3.74668 2.96177 5.13163 0.00
H -4.93901 4.26166 5.21803 0.00
H -3.25793 4.63249 4.82943 0.00
H -5.30557 1.78292 3.49718 0.00
H -5.88337 2.61661 2.05735 0.00
H -6.44023 3.13526 3.65321 0.00
H -3.99686 5.81185 2.70279 0.00
H -5.66504 5.50516 3.21963 0.00
H -5.12969 5.02866 1.60407 0.00
N 1.78721 2.56558 -3.69988 0.00
C 1.51589 1.57436 -2.78608 0.01
S 0.20175 0.54294 -3.09691 0.04
N 2.35028 1.57332 -1.76253 0.00
N 2.04869 0.66327 -0.80977 0.01
C 2.82747 0.59268 0.21335 0.00
C 4.06119 1.38868 0.41444 0.00
C 4.31533 1.93650 1.67144 0.00
C 5.46368 2.67683 1.90239 0.00
C 6.38611 2.86422 0.88201 0.00
C 6.14573 2.31336 -0.36835 0.00
C 4.98907 1.58839 -0.60664 0.00
C 2.51707 -0.42433 1.21824 0.00
C 3.44284 -1.12956 1.87333 0.00
C 2.66955 -1.87325 4.20117 0.00
C 1.25151 -1.96263 4.53458 0.00
C 0.47146 -1.82650 3.31441 0.00
N 1.18126 -0.92008 1.43421 0.02
H 1.38792 2.44697 -4.61303 0.00
H 2.70274 2.98112 -3.63054 0.00
H 3.60402 1.77563 2.47159 0.00
H 5.63625 3.10495 2.88256 0.00
H 7.28639 3.43991 1.05931 0.00
H 6.86011 2.45514 -1.16991 0.00
H 4.79177 1.17667 -1.58418 0.00
H 4.50603 -0.96875 1.78054 0.00
H 3.32734 -2.48668 4.80291 0.00
H 0.86800 -1.87626 5.54028 0.00
H -0.52697 -2.25436 3.34501 0.00